20
Properties=species:S:1:pos:R:3 method="wB97M-V/def2-TZVPD" homo_energy_ev=-13.8 total_charge=+1 multiplicity=1 gap_ha=0.3929
C -1.67 -0.52 0.90
C -0.14 -0.33 -1.53
C -0.01 0.96 -0.79
C -0.12 -0.44 1.06
C -0.46 -1.43 -0.61
C 1.92 0.87 0.88
N -1.78 -1.40 -0.09
N 0.48 0.81 0.62
O -2.48 0.02 1.67
H -0.97 -0.23 -2.24
H 0.74 -0.59 -2.13
H 0.71 1.72 -1.34
H -0.88 1.47 -0.64
H 0.35 -1.15 1.68
H -0.20 -2.45 -0.86
H 2.13 0.77 2.02
H 2.45 0.05 0.31
H 2.47 1.90 0.50
H -2.61 -1.63 -0.58
H 0.08 1.59 1.16

48
Properties=species:S:1:pos:R:3 method="wB97M-V/def2-TZVPD" homo_energy_ev="-8.4 / -8.4" total_charge=0 multiplicity=2 gap_ha="0.2607 / 0.2661"
Tc -0.43 -0.65 0.76
N -2.61 -0.44 0.61
C -3.16 -0.54 1.99
C -2.11 -0.31 3.07
O -2.42 -0.08 4.22
N -0.82 -0.46 2.62
C 0.31 -0.33 3.53
C 1.61 -0.44 2.73
O 2.68 -0.47 3.27
O 1.46 -0.49 1.41
H -2.79 0.47 0.22
H -3.03 -1.13 0.00
H -3.54 -1.55 2.14
H -3.98 0.16 2.15
H 0.30 -1.11 4.29
H 0.29 0.63 4.05
O -0.71 3.76 1.40
C -0.32 4.14 0.16
C -0.25 5.52 -0.06
C 0.14 6.01 -1.29
C 0.48 5.13 -2.32
C 0.41 3.78 -2.11
C 0.01 3.25 -0.87
C -0.05 1.79 -0.70
O -0.51 1.33 0.45
N 0.31 1.01 -1.66
N 0.20 -0.32 -1.26
C 0.60 -1.19 -2.10
C 0.58 -2.62 -1.87
C 1.15 -3.47 -2.82
C 1.18 -4.83 -2.63
C 0.63 -5.38 -1.47
C 0.05 -4.56 -0.52
C 0.02 -3.19 -0.71
O -0.59 -2.43 0.23
H -0.69 2.78 1.43
H -0.51 6.18 0.75
H 0.19 7.08 -1.44
H 0.79 5.52 -3.29
H 0.67 3.08 -2.89
H 1.01 -0.83 -3.04
H 1.58 -3.03 -3.71
H 1.64 -5.48 -3.37
H 0.66 -6.45 -1.31
H -0.39 -4.97 0.38
O 3.25 -1.98 -0.28
H 3.95 -1.39 -0.58
H 2.82 -1.49 0.44

14
Properties=species:S:1:pos:R:3 method="wB97M-V/def2-TZVPD" homo_energy_ev=-8.6 total_charge=0 multiplicity=1 gap_ha=0.3417
H -1.59 2.35 -0.25
N -1.84 1.45 0.03
C -0.88 0.72 0.18
O 0.41 1.02 -0.08
C 1.04 -0.14 -0.23
C 2.56 -0.10 0.03
N 0.22 -1.20 -0.02
N -1.00 -0.65 0.34
N -2.18 -1.19 -0.10
H 2.78 -1.08 0.04
H 3.34 0.56 -0.50
H 2.61 0.19 1.23
H -2.37 -0.98 -1.13
H -3.11 -0.94 0.45

15
Properties=species:S:1:pos:R:3 method="wB97M-V/def2-TZVPD" homo_energy_ev=-7.9 total_charge=0 multiplicity=1 gap_ha=0.3144
C 3.59 0.56 -0.51
C 2.33 0.78 -0.89
C 1.17 0.03 -0.42
C -0.09 0.38 -0.62
N -1.26 -0.23 -0.16
H 4.36 1.31 -0.65
H 3.84 -0.30 0.10
H 2.05 1.64 -1.49
H 1.42 -0.76 0.26
H -0.32 1.04 -1.46
H -2.00 0.02 -0.80
H -1.34 -1.21 0.06
O -4.37 -1.31 2.45
H -5.33 -1.23 2.38
H -4.07 -0.72 1.75

14
Properties=species:S:1:pos:R:3 method="wB97M-V/def2-TZVPD" homo_energy_ev=-9.5 total_charge=0 multiplicity=1 gap_ha=0.3842
O 0.62 -2.16 -0.48
C 0.11 -1.10 -0.20
C -1.29 -0.61 -0.56
N -1.21 0.81 -0.22
C 0.19 1.19 -0.35
C 0.85 0.06 0.44
O 2.23 -0.03 0.31
H -1.45 -0.83 -1.63
H -2.06 -1.15 0.00
H -1.87 1.38 -0.73
H 0.39 2.21 0.01
H 0.60 1.11 -1.38
H 0.55 0.10 1.50
H 2.42 -0.92 -0.03

13
Properties=species:S:1:pos:R:3 method="wB97M-V/def2-TZVPD" homo_energy_ev=-7.9 total_charge=0 multiplicity=1 gap_ha=0.2956
C 0.14 -1.40 -0.54
C 1.09 -0.54 -0.10
C 0.57 0.77 -0.09
H -2.52 -0.46 0.39
H -2.80 -0.53 -1.20
H 0.08 -2.45 -0.41
H 1.98 -0.94 0.68
H 2.21 3.05 1.87
N -2.20 -1.14 -0.48
N -0.95 -0.73 -1.00
N 0.83 1.95 0.40
O -0.76 0.63 -0.62
S 2.36 1.77 1.09

Asked for relative energy (zero: lowest compared OMol25 entry of this formula, charge and spin) across the records above, the calculation gives 333.9 0.0 382.3 216.4 124.4 568.3 kJ/mol in order.